Entry from the Open Molecules 2025 dataset: 5 unconnected molecules or ions with the total composition C42H69BF5IN3O22 at a distorted geometry (ωB97M-V/def2-TZVPD).

XYZ file:
```
143
Properties=species:S:1:pos:R:3:forces:R:3
C 7.385394 1.072592 -3.208354 0.9 0.2 -1.2
O 6.062691 0.689719 -3.619663 0.6 -0.2 1.7
C 5.120023 0.739215 -2.554336 -1.1 -0.8 -0.8
C 4.254797 -0.590773 -2.654750 0.0 0.9 -0.1
C 2.745896 -0.373929 -2.139849 1.3 0.7 -1.0
C 2.274885 -1.531421 -1.201490 -1.8 -0.3 -4.1
N 1.898997 -1.410770 0.256602 1.7 -0.9 0.1
C 2.144071 -0.116876 0.962761 -0.9 3.3 1.8
C 3.305089 0.875532 0.714622 1.8 1.1 -0.2
O 2.780649 2.222359 0.412685 0.2 -0.9 -1.1
C 3.750043 2.903772 -0.320045 0.3 1.0 -0.4
O 4.758138 3.319323 0.157079 -0.1 -0.4 0.4
C 2.879499 -2.391367 0.913868 1.2 -1.0 2.8
C 4.407155 -2.093329 0.736611 1.4 0.5 0.1
B 5.163214 -1.661258 2.120084 0.6 0.1 0.5
O 5.980407 -0.515321 2.186696 -0.3 -1.4 -0.5
O 5.056742 -2.453218 3.290096 -1.4 1.3 -1.3
C 2.562325 -3.916528 0.859785 0.0 -0.7 1.0
I 3.620822 -5.152245 -0.648928 -0.3 0.4 0.0
O 1.209739 -4.263568 1.019513 0.9 2.2 0.5
C 0.251827 -3.423754 0.345212 -1.2 -3.0 -2.0
C 0.232329 -4.091343 -1.103726 -0.2 -0.9 -2.0
N 0.299924 -5.594370 -1.037505 -0.4 0.4 0.0
C -1.074210 -4.040354 0.971212 0.2 -1.1 1.4
O -2.267617 -3.730909 0.236657 1.5 1.0 -0.1
N -3.358659 -4.332757 0.880781 -1.4 -0.2 0.9
O -3.746544 -3.690793 1.778463 0.3 -0.4 -0.4
C 0.439732 -1.854228 0.506009 -1.4 -0.2 2.0
C -0.033388 -1.553888 2.000912 -0.2 0.4 1.4
C 0.615644 -2.244151 3.244375 0.1 1.5 1.2
C -0.426137 -2.286545 4.433294 0.3 -0.9 0.1
O -0.401077 -3.229331 5.170419 0.0 0.1 -0.2
O -1.389831 -1.302468 4.609918 0.6 -0.9 -1.8
C -0.588511 -0.965283 -0.322157 -2.3 2.3 -2.9
F 0.003020 0.082106 -1.093040 1.0 -1.3 1.1
F -1.259816 -1.648325 -1.348327 1.3 -0.4 1.4
C -1.734318 -0.162480 0.349072 -3.0 1.1 1.9
C -3.110124 -0.648685 0.337799 -0.1 1.3 0.6
C -4.208592 0.121875 0.918502 1.6 0.6 0.0
C -3.995058 1.403425 1.544797 1.5 -1.7 -1.2
C -2.633335 1.912260 1.544492 -1.3 -0.8 -0.4
C -2.417267 3.307989 2.212459 -1.0 -1.1 0.4
F -1.443147 3.187809 3.163183 -0.3 0.8 -1.2
F -3.558673 3.662209 2.897773 1.3 -0.1 -0.8
F -2.171432 4.294859 1.314324 0.3 -0.9 1.1
C -1.568315 1.157597 0.964284 0.0 -0.7 -0.2
H 7.598243 0.924875 -2.123417 -0.4 0.3 -0.7
H 8.139954 0.447935 -3.761856 -0.9 0.5 0.4
H 7.546748 2.127362 -3.557438 0.0 -0.7 0.8
H 5.575329 0.854461 -1.538179 -0.1 0.0 -0.8
H 4.430414 1.603207 -2.762796 0.5 -0.6 0.4
H 4.749120 -1.468405 -2.170821 -0.3 0.8 -0.2
H 4.272839 -0.825562 -3.754905 -0.3 0.2 1.1
H 2.570947 0.677365 -1.793649 0.2 -1.0 0.2
H 2.194152 -0.361450 -3.123996 -0.1 -0.5 1.4
H 1.339769 -1.835370 -1.753267 0.7 0.2 1.1
H 2.933735 -2.406516 -1.451567 -0.4 0.8 1.2
H 2.194069 -0.225108 2.084225 -0.1 -1.0 -1.3
H 1.243928 0.561017 0.903450 0.8 -1.0 -0.6
H 4.041081 0.676726 -0.095532 -0.8 -0.6 0.6
H 3.953239 1.058945 1.618004 -0.8 -0.8 -0.7
H 3.597798 3.115058 -1.416992 -0.8 -0.5 0.9
H 2.821433 -2.199743 2.024895 -0.9 -0.2 -1.2
H 5.041970 -2.986202 0.456424 -1.2 0.5 -0.1
H 4.694314 -1.317855 -0.007814 -0.6 -0.6 0.3
H 6.749589 -0.612025 1.595145 -0.4 0.5 0.2
H 4.625147 -1.880155 3.950803 0.7 -0.5 0.4
H 3.053085 -4.353077 1.776734 -0.3 0.7 -1.0
H 1.105838 -3.860638 -1.756329 -0.6 0.4 0.8
H -0.688261 -3.913309 -1.705059 0.7 0.9 0.8
H 0.743602 -5.929963 -1.898203 0.0 0.2 0.5
H -0.649683 -5.967325 -1.085046 0.3 0.1 0.1
H -1.016059 -5.169071 0.976087 0.7 1.1 -0.4
H -1.164942 -3.863072 2.081905 0.0 0.5 -1.1
H -0.018200 -0.464020 2.273257 0.0 -1.0 -0.7
H -1.123537 -1.782028 2.149848 1.0 0.2 -1.1
H 1.028926 -3.266123 3.193403 -0.5 0.5 -0.3
H 1.441729 -1.576726 3.634367 -0.6 -0.7 -0.3
H -2.233687 -1.801240 4.615078 0.3 0.5 0.5
H -3.417319 -1.602891 -0.131170 0.7 0.8 0.3
H -5.245592 -0.280344 0.865828 1.0 0.3 0.0
H -4.871550 1.917622 1.980315 1.0 -0.1 -0.3
H -0.549464 1.612273 0.983930 -0.9 -0.3 0.0
C -2.112002 -0.035987 7.290754 -0.1 0.4 0.3
C -3.068474 -1.152568 7.657942 0.2 0.1 -0.5
O -3.218052 -1.251765 9.077062 -0.2 -0.1 0.1
C -4.076272 -0.381723 9.625490 0.1 0.0 0.1
O -4.717706 0.448796 9.034295 0.1 -0.2 0.0
O -4.084012 -0.586073 10.945940 0.0 -0.1 -0.3
C -4.921705 0.317731 11.668722 -0.2 0.2 0.3
H -1.160867 -0.157953 7.813860 0.0 -0.1 -0.1
H -1.927174 -0.023725 6.221527 0.0 0.1 0.1
H -2.513027 0.936661 7.581557 -0.1 -0.1 0.0
H -2.662028 -2.108269 7.320756 0.0 -0.1 0.3
H -4.039127 -1.024966 7.173084 0.0 0.1 0.2
H -5.934397 0.324338 11.265760 0.1 0.1 -0.1
H -4.494743 1.320891 11.648720 -0.1 0.0 -0.1
H -4.962046 -0.024101 12.701282 0.2 -0.2 -0.1
C 13.732792 1.611301 0.990701 -0.2 0.1 0.2
C 13.172691 1.449480 -0.407796 0.7 0.1 0.1
O 11.784195 1.086595 -0.363624 -0.4 0.1 -0.2
C 10.932095 2.097618 -0.175359 0.4 -0.1 0.1
O 11.221166 3.257790 -0.049022 -0.2 -0.1 -0.1
O 9.689334 1.590079 -0.135285 0.0 0.0 -0.1
C 8.675281 2.562245 0.118311 -0.3 0.2 0.1
H 13.542539 0.715902 1.585954 0.1 0.0 -0.1
H 14.807875 1.792399 0.956547 0.0 0.0 0.0
H 13.258646 2.446585 1.508733 0.1 0.0 -0.1
H 13.689884 0.636202 -0.917706 -0.3 -0.1 0.0
H 13.319612 2.350397 -1.005740 -0.2 0.0 0.1
H 8.738788 3.392067 -0.585738 0.1 0.0 0.1
H 8.749734 2.924172 1.144174 0.1 0.1 -0.1
H 7.708246 2.076209 -0.009372 0.1 -0.2 0.0
C -10.165994 1.949600 -3.100021 0.2 -0.1 -0.3
C -9.211379 2.230434 -1.957137 -0.6 0.3 -0.1
O -8.071614 1.359564 -2.017735 0.4 0.1 0.1
C -7.110480 1.731116 -2.868696 -0.3 -0.1 0.0
O -7.118352 2.712142 -3.565021 0.1 -0.1 0.1
O -6.139142 0.807822 -2.825720 0.0 0.1 0.1
C -5.067919 1.053584 -3.736292 0.3 0.0 -0.2
H -10.435476 0.891858 -3.123395 -0.1 0.1 0.1
H -11.074541 2.544740 -2.998167 0.0 0.0 0.0
H -9.706408 2.183706 -4.061788 0.0 0.1 0.1
H -9.707174 2.027319 -1.007227 0.3 -0.2 0.0
H -8.900400 3.276473 -1.941649 0.2 -0.1 -0.1
H -4.663702 2.058038 -3.607976 -0.2 0.0 -0.1
H -5.406898 0.904943 -4.762218 0.0 0.2 0.0
H -4.279911 0.333019 -3.521153 -0.2 -0.1 0.2
C -6.953243 3.894043 -7.143759 0.1 -0.3 0.1
C -7.748179 3.955987 -8.432052 0.0 0.5 0.4
O -7.440981 2.838096 -9.275916 -0.2 -0.2 -0.2
C -8.076539 1.700551 -8.977026 0.2 0.1 0.0
O -8.869532 1.542904 -8.083878 0.1 0.0 -0.1
O -7.665182 0.759086 -9.835573 -0.1 0.1 0.1
C -8.227434 -0.530403 -9.594529 -0.1 -0.4 -0.1
H -5.886040 3.797315 -7.355461 0.0 0.1 -0.1
H -7.115821 4.792017 -6.546053 0.0 0.0 0.0
H -7.240089 3.026823 -6.546656 -0.1 0.1 0.0
H -7.472636 4.851532 -8.990064 0.1 -0.2 -0.2
H -8.820746 4.013958 -8.238937 0.1 -0.2 0.0
H -9.315640 -0.484442 -9.552267 0.1 0.1 0.1
H -7.825468 -0.947366 -8.670221 -0.1 0.1 0.0
H -7.940032 -1.175790 -10.422776 0.1 0.2 0.0
```
Forces are in eV/Å.

Summary:
Charge: +1
Lowest unoccupied orbital energy in eV: -3.27
Orbital gap in eV: 8.63